(1)
C3H7NO2 | wB97M-V/def2-TZVPD

**Gap between HOMO and LUMO**: 10.13 eV
**SMILES string**: NCCC(=O)O
**E**: -8809.2289 eV
**E_LUMO**: 0.7 eV
**Energy above the lowest of the compared OMol25 structures with the same formula, charge and spin**: 30.0 kcal per mole

```
13
Properties=species:S:1:pos:R:3:forces:R:3
N -0.93682 -0.03651 -1.77559 0.005 0.279 -0.096
C -0.28529 -0.89329 -0.78265 -0.126 0.138 0.324
C 0.75059 -0.12151 0.02889 1.429 1.499 -0.816
C 0.43024 0.36000 1.44320 -1.749 -0.682 -0.838
O 0.49402 -0.43927 2.33250 0.523 0.300 0.570
O -0.11458 1.61444 1.64944 1.432 -0.389 -0.605
H -0.90933 0.92966 -1.47913 -0.264 -0.012 -0.048
H -1.88827 -0.28546 -2.05582 0.578 -0.043 0.441
H 0.28946 -1.66245 -1.31314 -0.514 -0.180 0.260
H -0.97752 -1.29245 -0.04329 -0.183 -0.636 -0.244
H 1.63288 -0.71794 0.22562 -0.051 -0.605 -0.017
H 1.16954 0.63223 -0.67756 -0.463 0.153 0.760
H 0.34508 1.91255 2.44754 -0.617 0.177 0.308
```
Forces are in eV/Å.

---

(2)
C3H7NO2 | wB97M-V/def2-TZVPD

**Gap between HOMO and LUMO**: 9.88 eV
**SMILES string**: C=CO.NC=O
**E**: -8808.1068 eV
**E_LUMO**: 0.8 eV
**Energy above the lowest of the compared OMol25 structures with the same formula, charge and spin**: 55.9 kcal per mole

```
13
Properties=species:S:1:pos:R:3:forces:R:3
C 1.96683 2.04607 2.81991 -1.086 -1.016 0.476
C 2.27686 1.31518 1.75912 0.021 -0.264 -0.679
O 1.85330 1.63247 0.49305 -0.364 0.186 -0.265
H 2.05403 1.61373 3.81258 0.872 0.204 -0.128
H 1.17731 2.78387 2.78122 0.269 0.367 -0.431
H 2.90766 0.42679 1.70607 -0.033 0.121 0.794
H 1.62420 0.81754 0.01598 0.287 0.376 0.221
N -2.67169 -2.10751 -2.76719 0.442 -1.283 0.128
C -2.13351 -1.66439 -1.55678 -0.474 1.900 -2.424
O -0.97051 -1.69993 -1.27476 0.170 -0.888 0.985
H -3.08645 -1.42223 -3.36399 -0.722 0.473 0.228
H -2.09574 -2.71567 -3.33303 0.389 0.056 0.255
H -2.90231 -1.02591 -1.09219 0.227 -0.233 0.839
```
Forces are in eV/Å.